No. 1
ORCA calculation (wB97M-V/def2-TZVPD) on a cluster of 2 separate species, C10H17NSi in total.

Geometry (Å):
Si  1.238  0.724  -0.148
N  2.620  0.105  0.684
C  -0.473  -1.804  -2.074
C  -2.333  1.446  2.786
C  -1.569  0.309  2.951
C  -2.072  2.283  1.736
C  -0.101  0.979  1.134
C  -0.011  -1.307  -3.415
C  -0.443  0.059  2.137
C  3.810  -0.447  0.095
C  -1.725  -1.098  -1.608
C  -0.951  2.094  0.914
H  1.802  1.531  -1.198
H  -0.911  2.867  0.178
H  -3.196  1.547  3.564
H  -2.522  -1.672  -2.061
H  4.674  -0.172  0.819
H  3.776  -0.053  -0.931
H  2.734  -0.171  1.625
H  -1.762  -0.158  -2.027
H  -0.734  -1.576  -4.202
H  0.170  -0.291  -3.479
H  -0.072  -2.423  -1.286
H  0.156  -0.891  2.279
H  3.575  -1.542  0.198
H  0.790  -1.887  -3.633
H  -2.715  3.113  1.701
H  -1.862  -1.209  -0.592
H  -1.895  -0.355  3.856

Summary:
- energy above the lowest of the compared OMol25 structures with the same formula, charge and spin (kcal per mole) = 113.6
- orbital gap (alpha / beta) (Ha) = 0.2701 / 0.2513
- HOMO (alpha / beta) (hartree) = -0.260 / -0.218
- energy (eV) = -20008.52927

No. 2
ORCA calculation (wB97M-V/def2-TZVPD) on the molecule C23H20N4O2.

Geometry (Å):
O  -1.250  -0.262  1.462
O  1.044  -3.087  -3.745
N  -0.744  -6.114  -3.071
N  1.159  6.421  3.585
N  -0.501  1.548  0.299
N  2.320  5.389  2.024
C  1.340  -6.535  -1.297
C  -0.791  -7.098  -2.190
C  0.329  -5.336  -3.092
C  0.221  -7.353  -1.278
C  0.247  3.471  1.511
C  -0.773  2.575  1.226
C  -2.036  2.736  1.807
C  -2.202  3.774  2.716
C  0.570  -2.338  -2.714
C  -0.576  -2.622  -1.977
C  -1.181  4.650  3.027
C  1.324  -1.207  -2.393
C  1.401  -5.509  -2.224
C  0.330  -4.241  -4.131
C  -0.224  -0.636  -0.644
C  0.062  4.517  2.410
C  1.167  5.419  2.660
C  3.070  6.386  2.545
C  2.372  7.043  3.520
C  -0.953  -1.780  -0.949
C  -0.703  0.211  0.486
C  0.931  -0.365  -1.376
C  -3.190  1.860  1.445
H  0.126  1.811  -0.448
H  2.253  -4.848  -2.277
H  0.133  -8.164  -0.572
H  4.063  6.571  2.189
H  2.151  -6.694  -0.602
H  2.627  7.870  4.149
H  -1.688  -7.703  -2.219
H  -3.169  3.906  3.181
H  0.409  6.656  4.213
H  1.215  3.371  1.043
H  -1.833  -2.002  -0.364
H  2.220  -1.013  -2.960
H  -3.056  0.868  1.877
H  0.848  -4.597  -5.029
H  -1.172  -3.496  -2.189
H  -1.369  5.445  3.734
H  -4.123  2.283  1.808
H  -3.249  1.736  0.364
H  1.555  0.484  -1.136
H  -0.705  -4.001  -4.404

Summary:
- energy above the lowest of the compared OMol25 structures with the same formula, charge and spin (kcal per mole) = 14.1
- orbital gap (Ha) = 0.3198
- HOMO (hartree) = -0.292
- energy (eV) = -34231.95122

No. 3
ORCA calculation (wB97M-V/def2-TZVPD) on a cluster of 2 separate species, C3H11N3O in total.

Geometry (Å):
O  -0.074  1.667  1.042
N  2.440  -0.754  -0.270
N  0.181  -1.120  0.100
N  -1.017  2.500  -1.017
C  1.350  -1.569  -0.091
C  -1.196  2.267  0.440
C  -0.879  -2.127  0.132
H  -0.044  0.755  0.677
H  3.330  -1.196  -0.383
H  -1.319  3.231  0.926
H  1.578  -2.639  -0.136
H  2.437  0.146  0.183
H  -1.325  -2.325  -0.845
H  -0.514  -3.074  0.540
H  -1.115  1.599  -1.466
H  -0.025  2.701  -1.086
H  -2.112  1.675  0.513
H  -1.695  -1.738  0.741

Summary:
- energy above the lowest of the compared OMol25 structures with the same formula, charge and spin (kcal per mole) = 27.6
- orbital gap (Ha) = 0.3708
- HOMO (hartree) = -0.340
- energy (eV) = -9806.80543